# C42H71N4NaO4PSSe

C42H71N4NaO4PSSe as an isolated structure (ωB97M-V/def2-TZVPD, the Open Molecules 2025 dataset).

Summary:
**Largest force on an atom**: 2.34 eV Å⁻¹
**Spin multiplicity**: 1
**Charge**: -1
**Frontier orbital gap**: 4.47 eV

Element x y z (Å)
H -0.8061 -2.0880 -1.1205
C -1.4666 -1.8888 1.3741
H -5.2812 -4.1967 3.6346
C -1.7128 2.0124 1.8329
C -1.2588 2.8938 2.8922
H 6.0826 -1.8509 -5.2272
C 0.5248 -4.6886 0.7415
H -0.0904 4.0779 0.7596
C -4.6298 3.6498 4.5369
C -2.9978 -2.8990 3.6461
C -3.9602 2.0653 2.6896
H -5.7254 3.4569 6.3934
C 1.8585 -4.5126 -5.4490
H 0.1208 -5.2786 3.4552
H 2.9250 5.1363 -3.2895
H 3.3752 3.5020 -6.8947
C -0.2175 1.0339 -4.2579
H 1.4601 -6.5602 -8.1168
C 3.1752 -4.0335 -5.6571
H -0.3713 -5.3525 0.7186
H 1.3227 -1.9585 1.0659
C 0.3982 -3.7098 1.9657
C -4.6187 -2.4005 5.5510
H 0.3942 -5.9227 -6.0097
C -0.9727 -3.0213 2.1268
H -4.4031 -1.3500 3.1379
C -2.7720 -1.3704 1.7575
C -3.5844 2.9148 3.7387
H -3.9068 -1.6161 5.8854
C -2.7035 -4.0443 5.8784
H 4.7024 -5.2454 -3.6773
H 5.8955 3.1125 -5.7705
H 5.5468 4.1770 -7.1881
H -6.4904 4.7902 4.4109
H -4.1749 2.4951 6.3750
H 1.0742 1.4963 3.3075
H -6.6059 3.1104 3.7983
N 3.8570 3.9154 -6.1024
C 3.3254 -5.5130 -7.5582
H -0.6386 0.4161 -5.1033
H -1.2926 3.5893 -2.3771
Na -0.1847 0.4891 -0.7181
H -5.3701 -1.9185 4.8722
C 0.7869 -4.4313 3.2459
H 0.6290 -4.1828 -0.2825
H -1.6369 -2.4699 -2.4073
H 1.2244 2.0747 1.6143
O -0.9101 1.7875 0.8681
H -3.6579 5.5621 4.1198
H 4.6139 -0.7984 -5.2513
H -1.3964 -4.3135 3.7103
H -4.9749 1.7287 2.6661
H 0.5136 1.7104 -4.7766
H 0.1641 3.2384 -3.1315
H -2.1350 -4.9484 5.5995
H 0.0223 -0.7518 -3.1796
C 5.6709 5.3444 -5.2932
O -0.8013 -1.4058 0.4097
C 1.1904 2.3845 2.6667
H -3.0905 4.8582 5.6564
H 3.0416 0.1101 -0.0120
H 2.9060 1.3050 -0.9122
C 5.2513 -4.2973 -3.9111
H -5.1462 -5.0247 5.2015
H 6.0866 -4.5210 -4.6144
H -0.3234 5.4026 1.9970
N 0.4089 0.1772 -3.2955
S 1.3800 4.0805 -5.3895
C 3.8945 -4.5868 -6.6920
H 5.5068 4.2431 -3.4606
H -3.2351 -4.3797 6.7949
C 5.0477 5.1337 -3.8871
C 0.1395 3.4955 2.8647
H 2.2590 2.8151 2.8078
O 2.3598 0.5946 -0.4756
H -0.1299 5.0963 4.3954
C 2.0257 -5.9344 -7.3934
H 4.9699 -4.4698 -6.8009
H -2.1269 1.3256 -3.2151
H 5.3044 6.0685 -3.4088
H 3.9450 -5.8322 -8.4015
C -1.2790 1.9390 -3.6052
C 5.0296 -1.8437 -5.4607
C -3.0208 1.4785 1.8494
H -1.7853 2.4664 -4.4389
C -3.9571 4.9784 4.9934
P 4.0003 -3.0112 -4.4337
C 0.5263 4.2156 4.1910
C -3.4822 -1.8214 2.8614
H 5.3481 6.2514 -5.8255
C 0.2832 4.5200 1.7246
C 5.3266 4.0580 -6.1312
H 1.2222 -4.0637 -4.7168
C -3.7108 -3.4620 4.8578
C -5.9623 3.9964 3.8115
C -1.8483 -3.4881 3.1498
H -3.9933 -5.4476 3.9264
C -4.5760 -4.6466 4.3644
C 3.0208 4.3764 -5.1801
H -5.2127 -2.8005 6.3941
H 1.4457 -5.2583 0.8237
N 3.5873 4.9582 -4.0528
H 1.5457 4.5805 4.0837
H 0.4783 3.5882 5.0425
H 0.7852 -3.7553 4.0976
H 1.3553 4.7965 1.6601
H 1.4442 0.1835 -3.4386
H -4.6539 5.5317 5.6214
H 2.5033 -3.0930 1.7934
O -0.7115 -2.4851 -2.0798
H -1.9469 3.9041 4.6440
C 1.3268 -5.4722 -6.2749
H 5.7376 -3.8930 -2.9737
H 6.7828 5.3830 -5.2189
H -5.6492 1.9310 5.4578
N -0.6634 2.7990 -2.6229
H 1.7809 -4.9597 3.1777
H -1.9671 -3.3019 6.1691
C -5.0764 2.8185 5.7836
C 1.4988 -2.6585 1.8762
H -5.7262 4.4144 2.8403
H 1.4816 -2.0028 2.7826
H 4.8634 -2.0430 -6.5366
C -2.2346 3.2120 3.8624
Se -3.4975 0.0234 0.6957

# C42H72BrIrN2O8P2SbSi3

C42H72BrIrN2O8P2SbSi3 as an isolated structure (ωB97M-V/def2-TZVPD, the Open Molecules 2025 dataset).

Summary:
**Largest force on an atom**: 1.20 eV Å⁻¹
**Spin multiplicity**: 1
**Charge**: +1
**Frontier orbital gap**: 7.37 eV

Element x y z (Å)
C -4.8246 2.8001 3.7415
C -1.6915 -2.8238 -2.0154
C 5.5009 -1.9890 -2.5023
H 4.0715 -1.8112 -4.8586
H -3.3547 5.9577 1.4038
H 0.3876 -3.0417 -3.3292
H -5.6393 2.3776 4.3375
H -3.1598 4.8609 2.7663
C -1.9053 2.9224 -4.2368
H 0.7366 -4.6451 -5.2282
C -0.2066 3.1925 3.2196
H 0.5800 1.7355 -1.6189
H 0.5946 0.2250 2.3273
C -4.9282 1.0534 -1.4415
H 0.0929 -0.6217 -4.2193
C -1.4185 2.6466 2.8838
H 5.6220 -1.8746 -1.4252
H 2.4839 -4.4501 -5.0433
O 2.4019 -2.6657 -3.1138
C -5.3817 3.9546 0.3481
H 0.6269 0.9400 4.6765
H 7.1217 -0.3472 1.1369
H -4.0514 3.1026 4.4491
H -5.2125 3.6991 3.2639
O 1.0580 -0.7718 -2.0187
H -5.5049 4.9982 0.0423
H 3.9951 -0.0399 -4.9499
H 1.1113 -4.5043 -1.4921
H -6.5378 0.5358 2.7168
C -2.9052 5.0112 1.7188
H 6.3066 -0.9131 2.6068
H 1.7621 3.6680 2.4352
H 6.9300 0.7388 2.5204
H 5.6899 2.4547 0.9391
C 4.7873 -0.7924 -3.0959
H 3.9660 -3.0660 4.8611
H -2.6229 3.2196 -4.9940
H 4.9673 -2.9152 -2.7234
C -2.7294 4.1379 -1.0950
C 3.3567 -2.6549 2.8464
H 2.3347 -5.2602 -2.5485
N -0.5856 1.8768 0.7953
C -1.4121 1.4910 -2.5242
H 3.5925 -2.9001 -0.5180
H 2.9607 -4.7285 3.2166
H -5.7872 1.2219 -0.7988
H 4.4575 0.6964 2.2077
C -1.1699 -2.3208 3.6932
H -0.8533 -1.9400 -4.9390
H -0.4639 4.4235 -4.7787
H 1.1557 3.6613 -3.0228
C -0.5648 -1.5446 2.7036
H 1.3736 2.3925 0.3903
C -1.6863 0.3209 -1.6745
C 1.3100 -3.5996 -3.4545
Si -3.5344 3.6974 0.5289
H -3.7053 -1.9793 -4.3535
H 5.3392 0.1158 -2.8557
H -4.4407 -1.6825 -2.7862
H 5.9495 1.3135 -0.3867
Si -1.9713 -1.1759 -2.8637
C -3.5749 0.0617 3.5912
O 3.4989 -0.5451 -2.4354
H -5.8172 -0.1346 1.2659
Si -4.3069 1.4286 2.5523
H 2.5158 -4.2163 1.5905
C 6.4529 -0.0569 1.9482
H 4.3051 1.8528 0.0079
C -1.1469 -1.9282 5.0185
H -5.1996 0.3149 -2.1870
H -2.2371 2.7124 3.5812
H 1.8471 -2.8012 -0.1490
P 2.3476 -1.5275 -2.0529
C 2.7297 -2.2368 -0.4547
C 0.1953 3.1775 -3.1485
H -1.8084 -3.6094 -2.7699
C 0.8064 3.1937 2.2697
C -0.6970 3.5989 -4.1209
C 3.4753 -2.2688 4.3030
H -1.8225 5.1294 1.6433
H 1.4791 -3.0679 -5.5331
C -0.9163 -0.9810 -4.4156
H -3.1514 3.6015 -1.9425
O 0.0239 -1.5003 0.2976
Sb -3.3093 0.2421 -0.2776
N -2.2687 1.9023 -3.4648
H 5.5500 -0.8680 -5.0903
Br -0.4388 -0.1994 7.1648
H -0.0630 3.6467 4.1919
H 4.0568 -1.3538 4.4195
H -1.6226 -2.5279 5.7818
C -0.1698 2.1078 -2.3548
C -0.4773 -2.1564 1.3373
H -4.0843 -0.3225 -3.8862
H 4.3471 -2.7509 2.3921
P 2.9856 -0.9469 0.7727
O 2.6813 -1.5316 2.1914
H -5.8264 3.3350 -0.4271
H 1.5094 -3.7446 2.9667
C -3.0555 1.9210 1.1492
H 6.4932 -2.0646 -2.9477
H -4.6428 1.9731 -1.9472
C 5.1365 0.4313 1.3922
C 5.2746 1.5866 0.4266
C 0.0707 -0.3654 3.0635
H -1.3982 -0.2773 -5.0978
O 4.5380 -0.7004 0.6673
C -5.9212 0.7824 1.8474
H -2.7952 0.4171 4.2675
Ir 0.0536 0.3029 -0.5190
H 0.6080 -5.5172 -2.8335
O -0.7070 -3.3405 1.2005
C 0.5774 2.5020 1.1105
C -1.6637 2.0829 1.6196
C 0.1128 0.0322 4.3928
C 2.5357 -3.9096 2.6359
H -2.8919 5.2074 -1.2577
H -0.7333 -2.9372 -1.5170
H -2.4518 -3.0005 -1.2507
H -5.9510 3.8221 1.2673
C -3.7297 -1.2816 -3.5102
H -1.6486 -3.2466 3.4050
O 2.1636 0.2820 0.5643
H -4.3724 -0.3672 4.2040
C -0.4954 -0.7506 5.3569
H 2.4813 -2.1073 4.7237
H -3.1588 -0.7392 2.9809
C 1.3521 -4.7855 -2.5188
C 4.5805 -0.8862 -4.5917
C 1.5194 -3.9587 -4.9057
H -6.4739 1.5118 1.2570
H -1.6511 3.9676 -1.0828

# C42H74IN2O9P3PtS2

C42H74IN2O9P3PtS2 as an isolated structure (ωB97M-V/def2-TZVPD, the Open Molecules 2025 dataset).

Summary:
**Largest force on an atom**: 2.47 eV Å⁻¹
**Spin multiplicity**: 5
**Charge**: +2
**Frontier orbital gap (spin up / spin down)**: 7.98 / 5.26 eV

Element x y z (Å)
H 0.4135 1.9737 1.8729
H -6.5058 0.1320 0.8885
C -1.5947 3.9235 1.4983
H -6.1178 2.6568 0.2248
O 1.2945 -2.3314 -0.7420
H 0.3280 3.9294 4.2179
H -1.5234 3.5479 -3.9171
C 3.9817 4.3021 -1.8659
H -1.8068 4.8339 3.4137
O 2.6751 3.2166 -0.2365
C 0.1045 2.9664 3.7552
H -0.2059 -4.1796 5.7224
P 1.5521 -3.6621 -0.1364
C -1.0113 -2.4876 4.6693
C 3.2609 -0.7254 1.7471
H -3.5687 1.5490 2.7450
C 4.4837 4.3613 -3.1452
H 2.1145 2.4174 -0.1099
H -2.9161 2.4992 -1.9053
I -2.5551 -0.1551 -3.3034
H 2.6161 -0.8251 0.8757
H 3.9844 -1.4305 4.3391
H -2.0171 -2.2030 -1.6949
C 0.0927 -3.7335 -5.1433
H 1.3168 -4.6038 2.0747
C -0.7964 -6.2483 -0.9893
H 1.1510 -6.5570 0.9487
H 1.6989 3.1213 2.3105
H -4.2484 3.5239 1.2739
C 4.1910 -2.6706 -1.5464
H 1.6535 0.0016 2.9665
H 2.6268 -0.6584 5.1580
C -5.3236 0.9179 -0.7255
C 3.1515 3.2421 -1.4779
H -4.4324 0.6442 -1.2900
H 1.0178 -6.5056 -2.1102
H -1.6014 1.7991 3.2412
H -5.5765 -1.0846 0.0304
C 0.6078 -1.5402 -3.8097
C 4.2506 -3.8357 -0.5730
O -1.5526 1.2730 0.4284
C -1.0082 -0.9694 4.6890
O -0.1314 -1.2591 1.5835
C -2.0857 -1.1380 -1.4823
O -0.6080 -3.0078 3.3874
H -2.1515 6.6499 -1.7754
H 3.1059 1.5465 -4.4258
H -3.5246 4.8961 -0.7829
H -5.2996 1.7474 2.4830
H 4.5775 -5.9678 -0.5840
H 0.1886 5.0132 1.9232
H -2.8892 -0.9319 -0.7803
C -0.7392 3.8709 -3.2302
C 1.4507 -6.8822 -0.0436
C 3.3668 2.3193 -3.7220
C -1.7226 5.6510 -1.7047
C -5.1669 2.3453 -0.2173
H -1.1116 5.6272 -0.8022
H -0.1213 3.4371 -1.2323
C 0.7147 -6.1157 -1.1296
H 0.9132 -2.8231 5.5599
C -4.1128 2.5122 0.8744
C -0.8587 5.3742 -2.9407
C -4.4369 0.0705 1.4647
H -1.8031 2.7157 4.7477
H 4.2172 5.0648 -1.1410
H -4.9755 3.0159 -1.0545
H -0.2626 -4.3856 1.2812
P 0.4195 -2.3993 2.3585
H 0.2193 3.6652 -3.7074
Pt -0.1971 -0.4995 -0.6451
H -3.4644 -0.1948 1.0440
H 5.0502 -3.6725 0.1606
H -3.1589 3.7933 3.0164
H -0.7068 -4.4273 -5.3929
H 3.6880 -5.3596 -1.9942
C 4.4965 -5.1521 -1.2972
C -2.0740 3.8777 2.9526
H -2.0065 4.8335 1.0452
H 3.9833 -1.5369 1.7514
C 1.9159 1.1561 -2.0961
H 0.7336 -2.9832 -7.0664
N 1.6681 0.2982 -3.0848
C -2.2766 3.2133 -1.3750
H 0.3313 4.0235 0.4834
C -2.8387 4.6212 -1.5869
C 3.2571 -0.6259 4.2736
H -1.0915 -7.2724 -1.1929
H -0.4238 -2.7433 6.7237
N 0.8137 -0.6651 -2.8664
H -0.6524 2.0046 -2.1030
H 0.0124 -0.6007 4.6241
H 5.4316 -5.0917 -1.8476
C -0.8630 3.0684 -1.9392
C 2.8310 2.2388 -2.4296
C 0.7204 -3.9487 1.4483
H 5.1165 5.1850 -3.4369
H 3.3918 -2.8388 -2.2649
H -0.7399 -2.1966 -6.4389
C -4.3545 1.4969 1.9920
H -1.1197 -5.9963 0.0170
C 2.4228 -0.7770 3.0126
H -1.4549 -0.6086 5.6112
C 0.6202 2.9500 2.3209
H 3.7943 0.2194 1.6880
H 5.1376 -2.5815 -2.0737
H -1.2943 5.8645 -3.8106
H 1.2153 -7.9400 -0.1423
H -6.1715 0.8714 -1.4132
C -0.1223 -3.0963 5.7420
H 3.9966 -1.7401 -1.0208
H 0.1304 5.8052 -2.7798
H 4.5779 3.4239 -5.0806
C -1.4019 2.7540 3.7333
O 1.4028 1.0479 -0.9349
H -1.5788 -0.5890 3.8451
O 1.0680 -4.7188 -1.2137
H -4.6358 -0.6097 2.2952
S 1.2383 -1.3020 -5.4218
O 1.7660 -2.0579 3.1113
H 1.0280 -4.2819 -5.0201
C -5.5386 -0.0648 0.4201
C -0.0667 4.0370 1.4974
C 4.1791 3.3665 -4.0801
H -3.4080 4.6338 -2.5187
H -1.3003 -5.5950 -1.6961
H 2.5245 -6.7626 -0.1469
H -2.0378 -2.8542 4.7810
O 3.0630 -3.9222 0.2515
H 0.5894 2.1913 4.3512
S -0.3113 -2.9714 -3.5284
C 0.2249 -2.6323 -6.1681
H 3.7857 0.3224 4.2599
P -2.2930 2.5759 0.3783

It is found that the ΔE to the lowest compared entry with this formula, charge and spin values, taken in the order of the records, are 75.76 43.99 20.24 kcal/mol.